Entry 1:
68
Properties=species:S:1:pos:R:3:forces:R:3 method="wB97M-V/def2-TZVPD" total_charge=-1 fmax_ev_per_a=5.63 de_lowest_kcal_mol=152.4 spin_multiplicity=5 lumo_energy_ev="2.0 / 1.9" homo_energy_ev="-2.60 / -4.69" s2=6.073 gap_ev="4.604 / 6.565" total_energy_ha=-7531.94482
Fe -0.005 0.027 0.011 2.08 3.11 1.09
O 5.763 -3.269 1.627 -0.70 0.28 -0.24
C 4.881 -3.670 0.824 1.51 -1.09 0.12
O 4.924 -4.711 0.118 -0.49 0.61 0.13
C 3.643 -2.813 0.694 -0.59 -0.21 -0.56
C 3.496 -1.639 1.443 -0.74 0.51 0.15
C 2.344 -0.886 1.305 0.16 -0.46 1.21
N 1.321 -1.215 0.461 1.74 -2.60 1.05
C 1.477 -2.368 -0.248 -0.95 -0.67 -0.67
C 2.604 -3.176 -0.164 0.57 0.31 0.53
C 0.310 -2.615 -1.054 1.38 0.06 0.75
C 0.098 -3.681 -1.925 -0.86 -0.31 -0.62
C -1.108 -3.750 -2.603 0.90 -0.49 0.18
C -2.069 -2.759 -2.394 -0.19 0.59 0.39
C -1.775 -1.738 -1.512 0.01 -0.99 -1.40
N -0.612 -1.641 -0.839 -2.27 -0.38 -2.07
C 2.020 0.332 2.041 -0.66 -0.84 0.55
C 2.819 0.982 2.974 -0.10 0.36 0.20
C 2.330 2.128 3.584 0.15 -0.17 -0.11
C 1.061 2.591 3.249 0.13 -0.21 -0.07
C 0.331 1.885 2.308 0.01 -0.45 0.41
N 0.778 0.772 1.698 0.08 0.42 4.34
H 4.287 -1.352 2.126 -0.01 -0.07 -0.07
H 2.696 -4.089 -0.740 0.08 0.06 0.06
H 0.851 -4.443 -2.073 0.04 0.11 0.10
H -1.300 -4.570 -3.287 0.04 0.03 0.04
H -3.022 -2.785 -2.907 0.03 0.07 0.04
H -2.491 -0.932 -1.306 0.46 -1.45 -1.37
H 3.802 0.607 3.228 -0.07 -0.08 -0.12
H 2.932 2.653 4.317 -0.01 -0.03 -0.05
H 0.651 3.481 3.707 -0.04 -0.05 -0.05
H -0.659 2.201 2.009 0.20 0.13 -0.08
F 5.921 3.185 -1.992 -0.22 -0.10 0.22
C 5.492 3.202 -0.707 0.68 0.30 -0.04
F 5.433 4.506 -0.350 -0.21 -0.34 -0.04
F 6.490 2.658 0.027 -0.34 0.00 -0.14
C 4.191 2.475 -0.530 -0.23 -0.15 0.06
C 4.097 1.131 -0.856 0.26 0.30 -0.06
C 2.883 0.485 -0.682 -0.44 0.84 -0.37
N 1.766 1.087 -0.206 3.88 2.07 -3.51
C 1.889 2.402 0.099 0.50 -0.27 -0.84
C 3.060 3.122 -0.043 0.13 -0.14 -0.03
H 4.952 0.585 -1.241 -0.08 0.00 0.05
H 2.775 -0.560 -0.929 0.25 0.23 -0.37
H 0.995 2.873 0.470 0.06 0.05 -0.32
H 3.082 4.172 0.224 0.00 -0.12 -0.01
O -0.423 1.669 -0.106 -2.49 -0.84 -1.53
C -4.363 3.429 0.963 0.12 0.14 0.25
Ge -5.039 2.146 -0.336 0.26 0.00 -0.09
C -6.987 2.214 -0.350 -0.35 0.03 0.01
C -4.369 2.604 -2.105 0.12 0.04 -0.24
C -4.468 0.345 0.138 -0.79 -0.91 0.11
Se -2.511 0.240 0.140 -2.42 2.52 3.06
C -2.392 0.338 2.085 -0.09 0.51 0.50
H -4.702 4.441 0.689 0.15 -0.30 0.18
H -3.262 3.401 0.969 -0.36 0.04 0.02
H -4.744 3.174 1.965 0.17 0.21 -0.28
H -7.317 3.230 -0.620 -0.02 -0.38 0.10
H -7.370 1.958 0.651 0.00 0.10 -0.38
H -7.374 1.493 -1.087 0.01 0.28 0.28
H -4.704 3.618 -2.374 0.14 -0.35 -0.02
H -4.756 1.882 -2.843 0.18 0.31 0.14
H -3.268 2.570 -2.102 -0.38 0.01 -0.05
H -4.865 -0.384 -0.591 0.04 0.20 0.20
H -4.878 0.071 1.124 0.18 -0.06 -0.31
H -2.893 1.247 2.457 0.04 -0.39 0.00
H -1.336 0.400 2.365 -0.61 -0.31 -0.15
H -2.821 -0.571 2.535 0.01 0.38 -0.26

***

Entry 2:
63
Properties=species:S:1:pos:R:3:forces:R:3 method="wB97M-V/def2-TZVPD" total_charge=0 smiles="C#CCPCCC(F)=C(F)F.c1ccncc1.c1ccncc1.c1ccncc1.c1ccncc1" fmax_ev_per_a=1.97 de_lowest_kcal_mol=2.9 spin_multiplicity=1 lumo_energy_ev=0.8 homo_energy_ev=-8.28 gap_ev=9.051 total_energy_ha=-1905.46609
C -0.850 -3.440 -2.383 1.05 -0.13 -1.13
C -0.139 -3.263 -3.346 -0.87 -0.08 0.86
C 0.624 -3.049 -4.562 -0.04 -0.54 0.27
P 2.480 -2.997 -4.335 0.60 1.47 -0.13
C 2.927 -3.537 -2.624 -0.04 -1.12 -0.41
C 2.824 -5.060 -2.324 0.22 0.28 0.40
C 1.564 -5.441 -1.653 0.50 -0.21 -0.45
F 1.214 -4.768 -0.560 -0.13 0.83 0.73
C 0.721 -6.358 -2.056 1.36 1.16 0.27
F 1.035 -7.197 -2.992 -0.40 -1.09 -1.25
F -0.466 -6.457 -1.576 -1.67 -0.92 0.50
H -1.364 -3.848 -1.557 -0.33 0.16 0.39
H 0.311 -2.100 -4.984 0.04 0.13 -0.10
H 0.339 -3.828 -5.268 0.07 -0.04 -0.13
H 2.974 -4.038 -5.162 -0.41 -0.32 0.41
H 2.384 -2.927 -1.902 -0.12 -0.01 -0.01
H 3.979 -3.287 -2.506 0.05 0.30 -0.15
H 3.675 -5.365 -1.711 0.05 0.06 0.12
H 2.898 -5.626 -3.246 0.03 -0.08 -0.12
N 2.789 -1.348 2.242 -0.11 0.04 -0.07
C 2.164 -2.232 1.464 0.13 -0.01 0.08
C 1.012 -1.949 0.746 -0.04 0.07 0.01
C 0.475 -0.675 0.843 -0.03 0.02 -0.02
C 1.107 0.258 1.648 -0.04 0.05 -0.01
C 2.257 -0.128 2.321 0.13 -0.05 0.07
H 2.617 -3.217 1.419 -0.06 -0.03 -0.05
H 0.550 -2.705 0.129 0.01 0.00 -0.01
H -0.424 -0.414 0.299 0.01 -0.01 -0.01
H 0.721 1.264 1.753 0.03 0.01 0.02
H 2.787 0.571 2.959 -0.05 0.06 -0.01
N -1.927 -0.852 -4.718 -0.04 0.22 -0.13
C -1.441 0.348 -5.037 0.06 -0.13 0.03
C -2.226 1.479 -5.200 -0.01 -0.01 0.01
C -3.594 1.358 -5.026 -0.06 0.06 -0.01
C -4.119 0.119 -4.696 0.04 0.03 0.00
C -3.245 -0.947 -4.553 0.07 -0.17 0.04
H -0.365 0.396 -5.165 0.00 0.08 -0.01
H -1.776 2.428 -5.456 0.02 -0.01 0.00
H -4.243 2.217 -5.145 0.01 0.00 0.00
H -5.182 -0.018 -4.552 0.01 -0.02 0.01
H -3.610 -1.935 -4.292 -0.05 0.02 0.01
N 1.108 4.114 2.378 0.21 0.00 0.06
C 1.233 4.114 3.706 -0.18 -0.06 0.02
C 2.435 4.333 4.365 0.03 0.00 -0.10
C 3.570 4.562 3.605 0.08 0.01 0.06
C 3.461 4.563 2.224 -0.01 0.00 0.01
C 2.213 4.337 1.665 -0.16 -0.02 -0.06
H 0.318 3.928 4.259 0.00 0.02 -0.01
H 2.478 4.324 5.445 -0.03 -0.01 0.00
H 4.527 4.735 4.082 0.00 0.00 -0.01
H 4.322 4.736 1.594 -0.02 -0.01 -0.02
H 2.080 4.332 0.588 0.07 0.00 -0.01
N -2.125 3.697 4.650 -0.17 -0.02 0.16
C -3.097 4.522 4.262 0.15 0.03 -0.11
C -4.359 4.549 4.836 0.01 -0.04 0.02
C -4.629 3.668 5.870 -0.08 0.00 0.04
C -3.633 2.801 6.286 -0.01 0.02 -0.02
C -2.405 2.858 5.647 0.14 0.00 -0.07
H -2.842 5.191 3.448 -0.05 0.02 0.00
H -5.109 5.243 4.481 0.02 0.01 -0.02
H -5.603 3.657 6.344 0.01 0.00 0.00
H -3.803 2.097 7.089 0.03 -0.01 0.00
H -1.594 2.200 5.942 -0.04 -0.03 0.04

***

Entry 3:
65
Properties=species:S:1:pos:R:3:forces:R:3 method="wB97M-V/def2-TZVPD" total_charge=+3 fmax_ev_per_a=0.66 de_lowest_kcal_mol=0.0 spin_multiplicity=5 lumo_energy_ev="-10.2 / -12.4" homo_energy_ev="-17.21 / -18.35" s2=6.042 gap_ev="7.027 / 5.917" total_energy_ha=-1935.90234
Pd 0.256 1.152 -0.195 -0.08 -0.29 0.48
C 2.740 -1.147 -3.559 0.06 0.03 0.11
C 3.555 -0.698 -2.378 -0.44 0.03 0.11
C 4.904 -0.534 -2.502 0.27 0.10 0.04
C 5.667 -0.019 -1.440 -0.06 0.03 0.08
C 5.070 0.362 -0.211 0.37 0.02 -0.17
C 3.735 0.218 -0.014 -0.34 -0.12 -0.01
C 3.074 0.629 1.268 0.11 -0.04 -0.06
C 2.974 -0.389 -1.080 0.03 -0.08 0.04
N 1.641 -0.624 -0.868 0.16 0.05 -0.40
C 1.005 -1.720 -1.024 -0.44 -0.15 0.09
C 1.645 -3.064 -1.085 -0.03 0.00 -0.02
C -0.526 -1.636 -1.129 0.29 -0.35 -0.10
C -1.235 -2.851 -1.635 0.02 0.07 0.05
N -1.074 -0.526 -0.831 -0.16 0.30 0.04
C -2.494 -0.305 -0.923 0.40 0.24 -0.38
C -2.965 0.523 -1.974 -0.30 0.01 0.00
C -2.108 1.003 -3.073 0.00 0.03 -0.07
C -4.372 0.880 -2.034 0.46 0.01 -0.19
C -5.257 0.426 -1.106 -0.03 -0.24 0.33
C -4.769 -0.413 -0.102 0.05 0.01 -0.07
C -3.371 -0.792 0.008 -0.51 -0.08 0.42
C -3.016 -1.685 1.150 -0.01 0.03 -0.08
H 2.899 -0.450 -4.383 0.02 0.00 -0.02
H 1.668 -1.190 -3.375 0.03 0.03 0.03
H 3.073 -2.126 -3.909 0.01 -0.02 0.02
H 5.386 -0.782 -3.439 0.04 0.02 0.03
H 6.734 0.120 -1.573 -0.02 -0.01 0.01
H 5.690 0.778 0.573 0.04 -0.01 -0.03
H 3.818 0.968 1.986 0.01 -0.02 0.01
H 2.510 -0.186 1.722 -0.01 -0.03 -0.02
H 2.394 1.474 1.110 -0.03 0.06 -0.04
H 2.724 -3.002 -0.968 0.01 0.00 0.00
H 1.411 -3.567 -2.027 0.02 0.03 0.01
H 1.241 -3.696 -0.289 0.02 0.00 0.00
H -0.803 -3.170 -2.586 -0.01 0.01 0.00
H -2.294 -2.664 -1.781 -0.03 -0.02 -0.01
H -1.117 -3.688 -0.943 0.01 0.03 0.01
H -1.048 0.827 -2.925 0.03 0.00 0.02
H -2.287 2.066 -3.259 0.01 0.00 0.01
H -2.423 0.494 -3.996 0.00 0.02 0.01
H -4.699 1.513 -2.850 0.05 0.01 0.00
H -6.305 0.690 -1.144 0.00 -0.01 0.01
H -5.454 -0.813 0.638 0.04 0.00 0.01
H -3.373 -1.250 2.087 0.00 0.01 -0.01
H -1.951 -1.874 1.237 0.04 0.00 -0.02
H -3.534 -2.644 1.046 -0.01 0.01 -0.02
F -0.943 2.794 6.534 -0.02 0.05 0.00
C -0.751 1.547 6.124 0.03 0.03 0.06
F -1.761 0.789 6.552 -0.08 -0.06 0.00
F 0.378 1.084 6.664 0.07 -0.04 0.00
C -0.663 1.468 4.610 0.01 -0.04 -0.02
C -0.370 0.245 4.015 -0.04 0.01 0.08
C -0.288 0.191 2.644 -0.07 0.08 -0.06
N -0.486 1.269 1.861 0.17 0.03 0.04
C -0.774 2.439 2.444 -0.07 -0.03 -0.13
C -0.872 2.579 3.819 -0.05 0.04 -0.02
H -0.208 -0.641 4.614 0.01 0.00 -0.01
H -0.061 -0.741 2.140 0.04 0.01 -0.01
H -0.936 3.284 1.787 0.04 0.01 0.02
H -1.106 3.541 4.252 0.01 0.01 0.00
F 0.656 3.893 -0.217 -0.03 -0.05 -0.02
C -0.094 3.054 -0.945 -0.15 0.34 -0.32
F 0.305 3.125 -2.226 -0.03 -0.01 0.12
F -1.369 3.466 -0.888 0.04 -0.11 0.05

***

Entry 4:
61
Properties=species:S:1:pos:R:3:forces:R:3 method="wB97M-V/def2-TZVPD" total_charge=0 smiles="CCOC(=O)c1c(C)oc2c1c([C@@H](c1cccnc1)N1CCCCC1)c(O)c1ccccc12" fmax_ev_per_a=1.33 de_lowest_kcal_mol=34.3 spin_multiplicity=1 lumo_energy_ev=0.6 homo_energy_ev=-7.46 gap_ev=8.095 total_energy_ha=-1456.18883
C 4.767 -3.650 1.157 -0.37 0.26 -0.10
C 3.298 -3.293 1.274 0.00 -0.50 0.33
H 2.656 -4.157 1.068 0.10 0.16 0.08
H 3.062 -2.927 2.281 -0.03 -0.06 -0.15
O 3.007 -2.263 0.331 0.20 0.18 -0.12
C 1.711 -1.983 0.131 -0.10 -0.18 0.04
O 0.829 -2.565 0.727 0.12 -0.02 -0.01
C 1.539 -0.953 -0.892 0.46 0.23 -0.58
C 2.424 -0.785 -1.937 -0.16 -0.49 0.72
O 2.004 0.165 -2.782 0.25 0.03 -0.29
C 0.838 0.657 -2.292 -0.76 -0.25 1.05
C 0.479 0.006 -1.111 0.21 0.44 -0.89
C -0.690 0.409 -0.416 -0.47 0.10 -0.08
C -1.456 1.417 -0.971 0.20 -0.35 0.11
C -1.099 2.057 -2.202 0.20 -0.10 -0.05
C -1.897 3.076 -2.750 -0.08 0.10 -0.07
C -1.537 3.695 -3.918 -0.19 0.04 0.13
C -0.364 3.324 -4.586 0.22 -0.13 -0.05
C 0.437 2.335 -4.079 0.01 0.09 -0.13
C 0.083 1.685 -2.884 0.00 -0.05 0.11
H 1.344 2.036 -4.582 0.07 0.01 -0.08
H -0.094 3.822 -5.505 0.05 0.02 -0.07
H -2.158 4.476 -4.330 -0.07 0.06 -0.01
H -2.797 3.357 -2.225 -0.07 0.04 0.02
O -2.587 1.868 -0.388 -0.08 0.33 -0.14
H -2.784 1.263 0.371 0.03 -0.26 0.04
C -1.019 -0.193 0.938 0.14 0.00 -0.05
C -0.292 0.615 1.991 0.18 -0.14 0.26
C 0.625 0.001 2.836 -0.12 0.11 -0.06
C 1.304 0.761 3.774 -0.01 0.11 0.01
C 1.035 2.119 3.834 0.26 -0.25 0.22
N 0.167 2.718 3.036 -0.11 0.53 0.04
C -0.472 1.989 2.140 -0.08 -0.20 -0.15
H -1.164 2.538 1.516 -0.11 -0.05 -0.16
H 1.534 2.761 4.548 0.09 -0.02 0.09
H 2.021 0.310 4.443 0.06 -0.01 0.06
H 0.803 -1.062 2.759 -0.01 -0.11 -0.04
N -2.478 -0.231 1.163 -0.01 0.29 -0.01
C -3.128 -1.218 0.303 -0.07 -0.26 -0.28
C -2.906 -2.669 0.741 -0.16 0.17 0.10
C -3.357 -2.851 2.188 0.28 -0.07 -0.02
C -2.635 -1.839 3.074 -0.27 0.13 -0.13
C -2.887 -0.424 2.547 0.05 -0.07 0.43
H -2.377 0.313 3.171 -0.15 -0.04 -0.04
H -3.962 -0.213 2.588 0.04 0.01 0.06
H -2.989 -1.908 4.104 0.06 0.02 0.05
H -1.564 -2.047 3.068 0.10 -0.03 0.07
H -3.146 -3.868 2.524 -0.09 -0.02 0.01
H -4.436 -2.689 2.257 -0.06 -0.03 0.03
H -3.468 -3.329 0.079 0.04 -0.01 -0.06
H -1.849 -2.927 0.653 0.05 -0.06 -0.06
H -2.767 -1.076 -0.718 -0.10 0.06 0.03
H -4.201 -0.997 0.320 0.02 -0.02 -0.07
H -0.610 -1.207 0.966 -0.09 0.25 0.02
C 3.689 -1.479 -2.285 -0.02 0.18 -0.13
H 3.577 -2.556 -2.188 0.03 -0.02 -0.02
H 3.960 -1.229 -3.308 0.03 -0.03 -0.05
H 4.490 -1.165 -1.618 0.05 -0.02 0.00
H 5.015 -4.417 1.885 0.04 -0.07 0.06
H 5.380 -2.772 1.342 0.13 0.05 0.04
H 4.986 -4.023 0.160 0.07 -0.07 -0.08